Density functional theory data (ωB97M-V with the def2-TZVPD basis set) for 2 unconnected molecules or ions with the total composition C2H8NS.

Each line ends with the Mulliken charge.
Atoms and positions in Å:
N -2.2978 0.7923 -1.4315  -0.597
H -2.2395 0.7829 -0.4293  0.198
H -1.3663 1.0649 -1.4318  0.171
H -2.7443 1.6698 -1.7985  0.188
C 1.6489 -0.1374 0.9273  -0.886
C 0.5526 -1.0410 0.2480  -0.385
S -0.9417 -0.8417 1.2145  -0.742
H 1.4013 0.4551 1.8054  0.294
H 1.9551 0.6232 0.1690  0.208
H 2.6989 -0.6390 1.2648  0.201
H 0.8023 -2.1355 0.2647  0.194
H 0.5304 -0.5937 -0.8026  0.156

Kohn-Sham gap, Eh: 0.2431
Energy above the lowest of the compared OMol25 structures with the same formula, charge and spin, kcal per mole: 28.0
E, a.u.: -533.9265
LUMO, eV: 4.394
Charge: -1
Highest occupied orbital energy, eV: -2.2



Density functional theory data (ωB97M-V with the def2-TZVPD basis set) for C2HClF2 in the gas phase.

Each line ends with the Mulliken charge.
Atoms and positions in Å:
F -2.2197 -0.2237 -0.0498  -0.229
C -1.0030 -0.8050 0.0335  -0.177
C -0.0382 0.1177 0.0294  0.387
F -0.1881 1.4302 0.0236  -0.193
Cl 1.6901 -0.2901 -0.0202  -0.165
H -0.8149 -1.8032 0.2016  0.377

Kohn-Sham gap, Eh: 0.3949
Energy above the lowest of the compared OMol25 structures with the same formula, charge and spin, kcal per mole: 13.5
E, a.u.: -736.6795
LUMO, eV: 0.848
SMILES: F/C=C(\F)Cl
Charge: 0
Highest occupied orbital energy, eV: -9.9



Density functional theory data (ωB97M-V with the def2-TZVPD basis set) for C3H8N2S3 in the gas phase.

Each line ends with the Mulliken charge.
Atoms and positions in Å:
C -1.4404 -0.3937 0.9034  -0.564
C -1.0520 1.0021 0.2760  -0.546
C -0.8997 -1.4762 -0.0321  -0.477
N 0.0242 0.8406 -0.6455  -0.150
N 2.6366 0.8264 -1.1883  -0.498
S 1.6839 1.0531 0.1544  0.326
S 1.9664 -0.5324 1.1952  -0.343
S -0.1760 -0.6608 -1.3748  -0.109
H -0.8690 -0.5354 1.8607  0.213
H -2.4707 -0.5188 1.1276  0.390
H -1.9523 1.2298 -0.2286  0.289
H -0.8313 1.8759 0.9404  0.307
H -0.1992 -2.0233 0.6471  0.210
H -1.6814 -2.1765 -0.3890  0.395
H 2.6797 -0.1381 -1.4655  0.288
H 2.5812 1.6273 -1.7809  0.268

Kohn-Sham gap, Eh: 0.3248
Energy above the lowest of the compared OMol25 structures with the same formula, charge and spin, kcal per mole: 16.8
E, a.u.: -1423.1220
LUMO, eV: 0.587
Charge: 0
Highest occupied orbital energy, eV: -8.3



Density functional theory data (ωB97M-V with the def2-TZVPD basis set) for 9 unconnected molecules or ions with the total composition C37H64ClF6N3O40PS9.

Each line ends with the Mulliken charge.
Atoms and positions in Å:
C -7.8722 2.2006 -0.3359  -0.910
C -6.6097 2.4396 -0.9761  -0.311
C -5.2336 2.1207 -0.1981  0.870
O -5.4143 1.5937 1.1363  -0.242
N -5.7742 2.5681 2.0182  0.248
O -5.8781 2.1358 3.1135  -0.398
C -4.4724 3.5716 -0.3002  -1.072
N -4.5293 4.2888 -1.6072  -0.433
C -2.9924 3.0575 0.0550  -0.307
C -1.7714 4.0659 0.1265  -0.871
O -0.6915 3.9912 -0.4833  -0.547
C -1.9490 5.3111 1.1602  1.015
F -2.1421 4.6843 2.4434  -0.260
F -3.1019 6.0940 0.8028  -0.337
C -0.7147 6.3245 1.1615  0.722
F -0.6721 6.8926 -0.1538  -0.279
F 0.5271 5.7156 1.5132  -0.280
C -0.8927 7.5758 2.1667  0.728
F -1.0702 8.7756 1.4123  -0.260
F -1.9996 7.4624 3.0399  -0.272
C 0.4060 7.8118 3.1180  0.256
O 1.4122 8.3886 2.6755  -0.490
O 0.2659 7.3449 4.4477  -0.283
C -2.7651 1.5853 -0.6353  0.763
Cl -2.0410 0.6773 0.8189  -0.105
C -1.9553 1.5863 -2.0134  -0.640
C -0.5111 0.8926 -1.9708  -0.786
C -0.6719 -0.5832 -2.5674  -0.002
C 0.6422 -1.4934 -2.4940  0.633
C 0.1823 -2.9706 -3.0131  -0.840
C -0.6048 -3.7708 -1.8498  0.125
C 0.4705 -4.4976 -0.8794  0.436
C -0.2872 -4.9050 0.4899  -0.018
C 0.0976 -6.3985 0.9928  -0.422
O 1.3046 -6.3984 1.7972  -0.350
C 1.1458 -7.1700 3.0110  -0.617
N -4.2269 1.2789 -0.9758  -0.113
P -4.7288 -0.3945 -1.3249  0.667
O -3.6904 -1.6010 -0.7640  -0.358
O -6.2675 -0.7125 -0.6089  -0.468
S -4.9861 -0.5499 -3.2380  -0.324
H -8.6914 2.9985 -0.2428  0.219
H -8.0836 1.1356 0.0483  0.295
H -6.6368 2.8420 -2.0422  0.429
H -4.8766 4.3764 0.4203  0.648
H -3.5679 4.5112 -1.8895  0.314
H -5.1226 5.1259 -1.5679  0.336
H -3.1133 2.7530 1.1656  0.793
H 0.6366 8.0041 5.0865  0.272
H -1.7843 2.6773 -2.3571  0.452
H -2.5229 1.0955 -2.8939  0.466
H 0.0350 0.9591 -0.9753  0.381
H 0.1451 1.4726 -2.7261  0.322
H -0.9213 -0.4569 -3.6909  0.119
H -1.5288 -1.1795 -2.1074  -0.415
H 1.3589 -1.1063 -3.3072  -0.259
H 1.1565 -1.5229 -1.4715  0.109
H -0.6195 -2.7475 -3.8182  0.300
H 1.0342 -3.5601 -3.4837  0.395
H -1.2882 -3.1056 -1.2194  -0.254
H -1.2487 -4.6201 -2.2887  0.219
H 1.2950 -3.7086 -0.7036  -0.721
H 0.9371 -5.4191 -1.3882  0.345
H -1.4370 -4.8764 0.3611  -0.042
H 0.0221 -4.1497 1.2881  0.270
H -0.8155 -6.8341 1.5443  0.458
H 0.3133 -7.0313 0.0552  0.121
H 0.4681 -8.0915 2.8661  0.262
H 2.1969 -7.5555 3.2964  0.237
H 0.7890 -6.5022 3.8825  0.246
H -4.3227 1.7335 -1.9205  0.613
H -3.6362 -1.6332 0.2227  0.312
H -6.0945 -0.8714 0.3595  0.337
C 5.7527 -2.8252 0.9481  -0.380
C 5.0421 -3.8452 0.0749  -0.262
O 3.6493 -3.6159 0.2936  -0.302
S 3.4134 -2.0381 0.5840  1.104
O 3.0036 -1.4116 -0.6405  -0.574
O 2.6779 -1.9062 1.8052  -0.659
O 4.9613 -1.6382 0.8631  -0.324
H 5.7735 -3.1470 1.9930  0.310
H 6.7700 -2.6302 0.6091  0.266
H 5.3080 -4.8700 0.3322  0.393
H 5.2510 -3.6708 -0.9844  0.242
C -11.7267 4.9048 2.8074  -0.312
C -12.2938 3.5839 3.3034  -0.336
O -12.5917 2.8416 2.1199  -0.307
S -11.5232 3.2335 0.9655  1.074
O -10.4886 2.2388 0.9522  -0.483
O -12.2441 3.6160 -0.2086  -0.543
O -10.9298 4.5689 1.6692  -0.295
H -12.5229 5.5783 2.4790  0.295
H -11.1199 5.4032 3.5638  0.309
H -13.1893 3.7171 3.9099  0.320
H -11.5480 3.0237 3.8750  0.272
C 3.4560 8.3591 8.2759  -0.400
C 2.5522 8.7679 7.1227  -0.301
O 1.2439 8.3377 7.5062  -0.308
S 1.1099 8.4339 9.1244  1.023
O 0.4601 9.6682 9.4473  -0.543
O 0.6634 7.1664 9.6168  -0.482
O 2.6895 8.5915 9.4578  -0.317
H 3.6970 7.2934 8.2301  0.298
H 4.3794 8.9385 8.3012  0.318
H 2.8479 8.3076 6.1791  0.379
H 2.5294 9.8554 7.0052  0.282
C -3.8588 -9.0383 0.0587  -0.325
C -5.0319 -8.2170 -0.4528  -0.407
O -4.8507 -6.9194 0.1161  -0.313
S -3.2623 -6.6247 0.2672  0.953
O -2.8439 -5.8476 -0.8606  -0.526
O -3.0035 -6.2361 1.6204  -0.529
O -2.7431 -8.1458 0.0542  -0.249
H -4.0266 -9.3688 1.0875  0.300
H -3.6560 -9.9047 -0.5714  0.308
H -5.9936 -8.6361 -0.1572  0.321
H -4.9987 -8.1164 -1.5415  0.290
C 8.3752 -1.6886 -2.8690  -0.297
C 9.8016 -2.1853 -3.0443  -0.142
O 9.8777 -3.3754 -2.2574  -0.320
S 8.4318 -4.1096 -2.2656  0.974
O 8.4557 -5.1385 -3.2593  -0.452
O 8.0371 -4.3468 -0.9068  -0.537
O 7.5662 -2.8657 -2.8453  -0.205
H 8.2516 -1.1709 -1.9135  0.266
H 8.0653 -1.0297 -3.6806  0.306
H 10.5398 -1.4557 -2.7113  0.336
H 10.0008 -2.4549 -4.0846  0.135
C 10.5608 -7.1619 -6.9850  -0.326
C 11.0537 -6.0808 -7.9342  -0.368
O 9.9893 -5.1311 -7.9973  -0.317
S 9.2240 -5.0982 -6.5668  1.131
O 9.7422 -3.9980 -5.8071  -0.515
O 7.8256 -5.2910 -6.7980  -0.579
O 9.8447 -6.4681 -5.9623  -0.266
H 9.8660 -7.8412 -7.4865  0.291
H 11.3806 -7.7365 -6.5529  0.300
H 11.2815 -6.4702 -8.9263  0.317
H 11.9357 -5.5741 -7.5315  0.267
C 4.4621 -0.2730 -6.5762  -0.300
C 3.5616 0.1247 -7.7351  -0.399
O 2.2557 -0.3097 -7.3543  -0.309
S 2.1117 -0.2054 -5.7418  1.179
O 1.4513 1.0276 -5.4276  -0.605
O 1.6684 -1.4719 -5.2488  -0.495
O 3.6877 -0.0375 -5.3987  -0.299
H 4.7085 -1.3378 -6.6146  0.294
H 5.3826 0.3110 -6.5499  0.300
H 3.8629 -0.3390 -8.6742  0.317
H 3.5338 1.2112 -7.8589  0.304
C -1.1229 3.0605 5.4760  -0.275
C 0.2173 3.7716 5.3679  0.041
O 0.5138 4.2083 6.6920  -0.259
S -0.1030 3.1441 7.7515  1.086
O 0.9421 2.2487 8.1469  -0.541
O -0.9121 3.8582 8.6895  -0.510
O -1.0789 2.3584 6.7181  -0.330
H -1.9478 3.7777 5.5190  0.299
H -1.2894 2.3660 4.6515  0.263
H 0.1842 4.6186 4.6822  -0.111
H 1.0064 3.0811 5.0552  0.327

Kohn-Sham gap, Eh: 0.2617
E, a.u.: -9605.7563
LUMO, eV: -3.210
Charge: +1
Highest occupied orbital energy, eV: -10.3



Density functional theory data (ωB97M-V with the def2-TZVPD basis set) for a molecular structure, C9H22O.

Each line ends with the Mulliken charge.
Atoms and positions in Å:
C 2.1905 -0.0079 -0.0913  1.605
C 3.0665 0.1030 -1.3458  -1.715
C 2.0785 -1.4844 0.3311  -1.534
C 2.8073 0.8138 1.0535  -1.604
O 0.9260 0.5137 -0.4230  -0.636
H 0.1102 0.3311 0.4309  0.097
H 3.1405 1.1460 -1.6518  0.383
H 4.0710 -0.2814 -1.1637  0.412
H 2.2053 0.7248 1.9580  0.373
H 1.6505 -2.0706 -0.4825  0.352
H 3.0565 -1.8954 0.5834  0.462
H 1.4199 -1.5799 1.1952  0.311
H 2.6163 -0.4640 -2.1603  0.383
H 3.8215 0.4830 1.2777  0.436
H 2.8443 1.8650 0.7691  0.344
C -2.1800 0.0932 -0.2113  1.393
C -2.1183 1.4982 -0.7562  -1.443
C -3.5391 -0.3023 0.3009  -1.716
C -1.1177 0.1616 1.4212  -1.384
C -1.5579 -0.9216 -1.1138  -1.136
H -1.1076 1.7364 -1.0799  0.282
H -2.7894 1.5721 -1.6181  0.458
H -1.7325 -1.9423 -0.7792  0.331
H -3.9403 0.4361 0.9928  0.414
H -3.5092 -1.2728 0.7936  0.379
H -4.2268 -0.3759 -0.5450  0.428
H -1.0828 -0.8994 1.6584  0.305
H -0.3336 0.7404 1.9138  0.483
H -1.9105 0.5633 2.0506  0.542
H -2.4603 2.2242 -0.0203  0.331
H -0.4743 -0.7181 -1.1533  0.237
H -1.9247 -0.7898 -2.1348  0.427

Kohn-Sham gap, Eh: 0.3668
Energy above the lowest of the compared OMol25 structures with the same formula, charge and spin, kcal per mole: 47.0
E, a.u.: -431.2560
LUMO, eV: 0.755
Charge: 0
Highest occupied orbital energy, eV: -9.2



no.,strongest force on any atom (eV/Å)
1,3.257
2,4.557
3,2.932
4,6.029
5,4.832